# 1
Below is a cluster of 2 separate species, C5H10O2 in total, with properties calculated with ωB97M-V/def2-TZVPD.

Structure (XYZ):
```
17
C5H10O2, DFT ωB97M-V/def2-TZVPD
C 2.10 -0.07 -0.44
C 0.86 0.19 0.39
O 0.16 1.34 -0.16
C -1.18 1.07 -0.19
C -1.42 0.00 0.82
C -0.23 -0.91 0.40
O -0.44 -1.46 -0.87
H 2.65 0.86 -0.61
H 1.80 -0.50 -1.40
H 2.76 -0.77 0.07
H 1.13 0.45 1.43
H -1.65 0.37 -1.52
H -1.78 1.96 -0.33
H -1.22 0.29 1.87
H -2.43 -0.41 0.74
H -0.04 -1.66 1.20
H -1.08 -0.73 -1.41
```

Results
LUMO level: 0.8686 eV
energy relative to the best compared isomer or geometry (same formula, charge and spin): 78.73 kcal per mole
E_HOMO: -9.4 eV
multiplicity: 1

Now the Mulliken charges, all in e:
1. C -1.42
2. C 0.45
3. O -0.36
4. C -0.48
5. C -0.33
6. C -0.29
7. O -0.58
8. H 0.36
9. H 0.29
10. H 0.37
11. H 0.28
12. H 0.15
13. H 0.41
14. H 0.31
15. H 0.26
16. H 0.38
17. H 0.19

---

# 2
Below is a structure of composition C15H16F3N5O6S, with properties calculated with ωB97M-V/def2-TZVPD.

Structure (XYZ):
```
46
C15H16F3N5O6S, DFT ωB97M-V/def2-TZVPD
C -2.39 -0.33 -1.61
C -2.17 1.17 -1.62
C -2.69 1.78 -2.92
C -2.89 1.86 -0.48
N -0.71 1.39 -1.47
C 0.20 0.66 -0.82
N 1.39 1.08 -1.18
C 2.75 0.56 -1.00
C 1.23 2.27 -1.87
C -0.07 2.45 -2.04
H -2.04 -0.76 -0.67
H -3.47 -0.51 -1.69
H -1.89 -0.79 -2.47
H -2.68 2.88 -2.91
H -2.15 1.43 -3.81
H -3.74 1.49 -3.05
H -2.87 2.95 -0.62
H -3.94 1.54 -0.49
H -2.44 1.62 0.48
H 2.70 -0.53 -0.90
H 3.32 0.84 -1.90
H 3.19 1.04 -0.12
H 2.03 2.87 -2.25
H -0.57 3.24 -2.59
O -0.96 0.47 3.68
S -0.09 0.78 2.58
O -0.49 1.70 1.52
C 1.50 1.50 3.30
F 1.20 2.65 3.92
F 2.07 0.65 4.18
F 2.38 1.75 2.30
C 0.42 -0.71 1.71
C 0.57 -0.81 0.30
C 0.72 -2.17 -0.03
N 0.84 -2.68 -1.32
O 0.57 -2.21 -2.42
O 1.44 -3.94 -1.19
N 1.57 -4.29 0.14
C 1.09 -3.22 0.83
C 1.10 -3.05 2.24
N 1.52 -4.04 3.23
O 1.87 -5.19 2.89
O 1.52 -3.67 4.43
C 0.72 -1.75 2.63
H -0.33 -0.38 -0.59
H 0.69 -1.59 3.70
```

Results
LUMO level: -0.9571 eV
E_HOMO: -6.7 eV
multiplicity: 1

Now the Mulliken charges, all in e:
1. C -1.60
2. C 1.40
3. C -2.03
4. C -1.24
5. N 0.85
6. C 0.91
7. N 0.42
8. C -0.58
9. C -1.24
10. C -0.16
11. H 0.63
12. H 0.50
13. H 0.39
14. H 0.47
15. H 0.43
16. H 0.43
17. H 0.36
18. H 0.39
19. H 0.24
20. H 0.23
21. H 0.40
22. H 0.23
23. H 0.54
24. H 0.47
25. O -0.62
26. S 1.05
27. O -0.61
28. C 0.73
29. F -0.21
30. F -0.21
31. F -0.22
32. C -0.65
33. C 1.34
34. C -0.63
35. N 0.81
36. O -0.79
37. O -0.27
38. N -0.52
39. C 0.91
40. C -1.23
41. N 0.88
42. O -0.59
43. O -0.64
44. C -0.50
45. H -1.10
46. H 0.65

---

# 3
Below is a cluster of 2 separate species, C10H16 in total, with properties calculated with ωB97M-V/def2-TZVPD.

Structure (XYZ):
```
26
C10H16, DFT ωB97M-V/def2-TZVPD
C -1.42 2.01 -2.75
C -1.68 1.37 -1.36
C -0.46 0.92 -0.65
C -0.28 1.35 0.67
C 0.84 1.01 1.46
C 2.03 0.60 0.77
C 1.88 0.19 -0.59
C 0.68 0.32 -1.14
H -0.78 2.87 -2.89
H -2.33 2.01 -3.25
H -0.75 1.44 -3.48
H -2.08 2.31 -0.94
H -2.39 0.64 -1.52
H -1.01 1.96 1.15
H 0.88 1.14 2.57
H 3.04 0.55 1.34
H 2.84 -0.35 -1.08
H 0.52 -0.11 -2.16
C -0.45 -2.28 2.22
C 0.52 -2.72 1.20
H 0.00 -2.17 3.21
H -0.85 -1.29 2.02
H -1.28 -2.97 2.30
H 1.54 -2.89 1.67
H 0.64 -2.11 0.33
H 0.36 -3.80 0.92
```

Results
SMILES: CCc1ccccc1.CC
LUMO level: 0.9787 eV
energy relative to the best compared isomer or geometry (same formula, charge and spin): 53.90 kcal per mole
E_HOMO: -9.0 eV
multiplicity: 1

Now the Mulliken charges, all in e:
1. C -1.34
2. C -0.52
3. C 0.52
4. C -0.52
5. C -0.60
6. C -0.16
7. C -0.60
8. C 0.12
9. H 0.39
10. H 0.42
11. H 0.29
12. H 0.22
13. H 0.39
14. H 0.29
15. H 0.38
16. H 0.26
17. H 0.19
18. H 0.27
19. C -0.78
20. C -0.65
21. H 0.26
22. H 0.19
23. H 0.33
24. H 0.23
25. H 0.10
26. H 0.34

---

# 4
Below is a structure of composition C3LiMgO6, with properties calculated with ωB97M-V/def2-TZVPD.

Structure (XYZ):
```
11
C3LiMgO6, DFT ωB97M-V/def2-TZVPD
O -0.38 2.04 -0.15
C -0.52 0.97 -0.80
O 0.47 0.14 -0.60
C 2.58 -0.95 -1.07
O 3.45 -0.17 -1.20
O 2.17 -2.01 -0.76
Mg 0.71 0.98 1.31
C -2.16 0.14 -0.59
O -3.22 0.70 -0.90
O -2.10 -0.70 0.34
Li -4.09 -0.88 0.00
```

Results
LUMO level (spin up / spin down): -0.9628 / -0.9917 eV
energy relative to the best compared isomer or geometry (same formula, charge and spin): 53.53 kcal per mole
E_HOMO (spin up / spin down): -6.7 / -9.7 eV
multiplicity: 2
⟨S²⟩: 0.751

Now the Mulliken charges, all in e:
1. O -0.64
2. C 0.58
3. O -0.56
4. C 0.73
5. O -0.38
6. O -0.35
7. Mg 0.41
8. C 0.91
9. O -0.79
10. O -0.79
11. Li 0.89

---

# 5
Below is a structure of composition C5H6KO5, with properties calculated with ωB97M-V/def2-TZVPD.

Structure (XYZ):
```
17
C5H6KO5, DFT ωB97M-V/def2-TZVPD
H 2.57 -1.77 -1.27
O -0.15 -3.04 -0.45
C 1.97 -1.53 -0.40
C 0.89 -2.66 -0.06
H 2.56 -1.07 0.39
H -0.35 2.70 -1.70
C -0.84 1.94 -1.05
C 0.10 1.43 0.04
O -0.48 0.27 0.54
C -0.68 -0.18 1.86
O 0.28 -1.00 2.68
O -1.87 -0.59 1.92
K -2.27 -1.23 -0.43
O -1.41 0.96 -1.79
H -1.68 2.51 -0.58
H 0.33 2.19 0.80
H 1.00 1.06 -0.48
```

Results
LUMO level (spin up / spin down): -0.4828 / -2.6211 eV
energy relative to the best compared isomer or geometry (same formula, charge and spin): 86.41 kcal per mole
E_HOMO (spin up / spin down): -7.8 / -7.8 eV
multiplicity: 2
⟨S²⟩: 0.754

Now the Mulliken charges, all in e:
1. H 0.34
2. O -0.42
3. C -0.81
4. C 0.53
5. H 0.32
6. H 0.37
7. C -0.36
8. C -0.44
9. O -0.05
10. C 0.44
11. O -0.65
12. O -0.74
13. K 1.02
14. O -0.39
15. H 0.26
16. H 0.35
17. H 0.23

---

# 6
Below is a structure of composition C24H18AlBrIN2O5S2, with properties calculated with ωB97M-V/def2-TZVPD.

Structure (XYZ):
```
54
C24H18AlBrIN2O5S2, DFT ωB97M-V/def2-TZVPD
Al 0.62 -1.36 0.82
C -2.77 -2.34 3.51
C -2.41 -0.89 3.42
N -3.12 -0.02 4.11
C -2.83 1.28 4.00
C -1.79 1.78 3.24
C -1.66 3.29 3.17
O -2.90 3.92 2.90
C -0.99 0.86 2.54
C 0.15 1.34 1.76
N 0.89 0.55 1.09
C 1.97 0.86 0.23
C 2.98 1.76 0.54
C 4.08 1.84 -0.31
C 4.16 1.02 -1.42
C 3.14 0.12 -1.72
C 2.02 0.04 -0.91
I 2.79 -2.10 2.03
C -1.33 -0.50 2.59
O -0.71 -1.48 1.95
H -3.59 -2.46 4.22
H -1.91 -2.94 3.83
H -3.06 -2.73 2.53
H -3.47 1.97 4.54
H -0.92 3.60 2.43
H -1.35 3.68 4.15
H -3.24 3.54 2.07
H 0.37 2.40 1.75
H 2.93 2.34 1.45
H 4.88 2.53 -0.08
H 5.03 1.08 -2.07
H 3.21 -0.51 -2.60
Br 0.47 -3.87 -0.18
C 0.97 -3.24 -1.92
C 1.23 -4.21 -2.87
C 1.41 -3.80 -4.19
C 1.24 -2.47 -4.52
C 0.96 -1.52 -3.54
C 0.51 -0.18 -3.90
C -0.18 0.57 -3.03
C -0.29 0.21 -1.58
C 0.77 -0.82 -1.13
C 0.93 -1.88 -2.18
H 1.27 -5.26 -2.60
H 1.63 -4.53 -4.95
H 1.28 -2.15 -5.55
H 0.58 0.12 -4.94
H -0.68 1.48 -3.34
H -0.10 1.14 -1.04
O -2.93 2.29 -2.19
S -2.70 1.80 -0.85
O -3.90 1.58 -0.05
O -1.62 2.47 -0.14
S -2.00 -0.21 -1.09
```

Results
LUMO level: 1.9530 eV
E_HOMO: -5.8 eV
multiplicity: 1
net charge: -1

Now the Mulliken charges, all in e:
1. Al -0.18
2. C -1.20
3. C 0.69
4. N -0.71
5. C -0.63
6. C 0.11
7. C -0.53
8. O -0.56
9. C 1.19
10. C -0.24
11. N 0.23
12. C -0.11
13. C -0.51
14. C -0.83
15. C -0.86
16. C -0.64
17. C -0.49
18. I -0.39
19. C 0.18
20. O -0.59
21. H 0.41
22. H 0.28
23. H 0.26
24. H 0.42
25. H 0.14
26. H 0.41
27. H 0.35
28. H 0.20
29. H 0.46
30. H 0.36
31. H 0.42
32. H 0.51
33. Br -0.14
34. C 0.51
35. C -0.58
36. C -0.75
37. C -0.85
38. C 0.74
39. C -1.38
40. C -0.75
41. C 0.51
42. C 2.65
43. C -0.58
44. H 0.40
45. H 0.37
46. H 0.40
47. H 0.37
48. H 0.51
49. H 0.39
50. O -0.66
51. S 1.15
52. O -0.66
53. O -0.61
54. S -0.21

---

Calculated max |F| (eV/Å), listed in the same order as above: 3.47 4.77 5.69 4.78 8.70 0.59